Molecular formula: C39H81O14P4
Method: DFT, wB97M-V/def2-TZVPD

Element x y z (Å)
C -1.57647 -3.81250 6.33459
C -2.58209 -3.81707 5.36600
C -2.60767 -2.80783 4.25837
P -4.20045 -2.61487 3.22704
C -4.19021 -0.67621 3.29954
C -3.15369 0.15824 3.25574
C -4.40741 -4.52851 2.92879
C -3.16268 -5.36804 2.63988
O -3.51934 -6.43189 1.71366
C -3.08628 -7.69317 2.13867
C -3.80584 -8.76081 1.26906
C -3.24933 -2.40726 1.53428
O -3.99863 -1.49073 0.71003
C -3.20618 -0.83848 -0.24675
C -2.25130 -1.73184 -1.07563
C -0.76975 -1.47946 -0.66092
C -5.40126 -2.68057 4.79323
C -5.38614 -1.51324 5.74595
C -4.41645 -1.34563 6.73799
C -4.42617 -0.29589 7.64360
C -5.42987 0.66281 7.62066
C -6.40853 0.52257 6.64057
C -6.40847 -0.53396 5.73309
C -7.56318 -0.53454 4.73707
H -1.60940 -3.09150 7.15161
H -0.78261 -4.56015 6.31308
H -3.33411 -4.61031 5.43987
H -1.78683 -3.10400 3.59268
H -2.23873 -1.88328 4.73862
H -5.41736 -2.46436 2.41350
H -5.17581 -0.20223 3.28126
H -3.24215 1.21131 3.53255
H -2.16942 -0.13047 2.88200
H -4.96041 -5.03752 3.73039
H -5.05118 -4.63551 2.04819
H -2.29715 -4.82637 2.24545
H -2.81665 -5.88258 3.54591
H -3.33855 -7.91747 3.18325
H -2.00498 -7.82537 1.97888
H -4.29039 -8.28722 0.41653
H -3.05761 -9.47581 0.91514
H -4.53314 -9.31296 1.86810
H -2.21603 -2.05670 1.66746
H -3.22699 -3.32835 0.93459
H -3.90026 -0.36949 -0.95865
H -2.66234 -0.01120 0.24202
H -2.51835 -2.78758 -1.05724
H -2.31986 -1.41659 -2.12271
H -0.76334 -0.93916 0.28955
H -0.30473 -0.82047 -1.39942
H -0.19873 -2.39836 -0.51424
H -5.29487 -3.59737 5.38666
H -6.41564 -2.73155 4.39623
H -3.61447 -2.06850 6.85165
H -3.66166 -0.23346 8.41407
H -5.43381 1.46898 8.34532
H -7.18769 1.28146 6.60668
H -8.41510 -0.07326 5.25122
H -7.31340 0.12165 3.89991
H -7.89557 -1.52368 4.43345
O -2.79396 -1.60914 -5.94983
P -3.87707 -1.94561 -6.90944
O -4.41680 -0.49504 -7.43423
C -3.51302 0.36749 -8.12019
C -3.11234 -0.18487 -9.47603
O -5.06696 -2.34072 -5.85725
C -4.75796 -3.02806 -4.63447
C -4.94459 -2.10096 -3.45554
O -4.52015 -2.83219 -8.10404
C -5.91594 -3.09423 -8.28031
C -6.66815 -1.95111 -8.92563
H -2.63150 0.55092 -7.50033
H -4.02845 1.31982 -8.24707
H -2.54291 -1.11273 -9.36935
H -2.49514 0.53454 -10.01578
H -3.99254 -0.41398 -10.07680
H -3.74478 -3.42944 -4.65687
H -5.44555 -3.87346 -4.55635
H -4.34786 -1.19549 -3.56517
H -4.66141 -2.59314 -2.52445
H -5.98618 -1.78408 -3.38074
H -6.39238 -3.41272 -7.35745
H -5.95793 -3.95750 -8.94861
H -6.82353 -1.13119 -8.22579
H -7.64959 -2.29671 -9.25503
H -6.12457 -1.55958 -9.78560
O 2.05922 5.71180 -1.19329
P 2.48147 4.29414 -1.04626
O 1.42972 3.65176 0.01127
C 0.03927 3.61383 -0.32326
C -0.23960 2.66317 -1.47046
O 3.78879 4.50679 -0.06793
C 4.62804 5.65086 -0.22520
C 4.43903 6.58749 0.94867
O 3.04498 2.89967 -1.63946
C 3.87854 1.96952 -0.93641
C 3.11457 1.07827 0.01781
H -0.31626 4.62049 -0.55708
H -0.48672 3.28071 0.57084
H 0.23495 3.01201 -2.39373
H -1.31220 2.57955 -1.64731
H 0.15877 1.67142 -1.25788
H 4.42916 6.16039 -1.16837
H 5.66050 5.29571 -0.25477
H 3.39154 6.86603 1.05977
H 5.03231 7.49551 0.82459
H 4.73919 6.09767 1.87659
H 4.71340 2.45967 -0.44186
H 4.32133 1.34422 -1.71543
H 2.81499 1.61826 0.91488
H 3.74711 0.24496 0.32827
H 2.21398 0.68162 -0.45044
O 10.29114 6.29954 -0.83572
P 10.69082 4.87467 -0.70252
O 9.61941 4.24357 0.34952
C 8.23292 4.24195 0.00545
C 7.93559 3.30557 -1.15104
O 11.99743 5.05337 0.27967
C 12.85821 6.18488 0.13418
C 12.68468 7.11940 1.31210
O 11.22644 3.47405 -1.30494
C 12.04238 2.52496 -0.60720
C 11.26279 1.64406 0.34366
H 7.90600 5.25882 -0.22498
H 7.68860 3.91400 0.89141
H 8.42529 3.64634 -2.06845
H 6.86159 3.25338 -1.33612
H 8.30548 2.30186 -0.94196
H 12.66900 6.70430 -0.80525
H 13.88474 5.81038 0.10291
H 11.64245 7.41724 1.42343
H 13.29437 8.01675 1.19232
H 12.97497 6.62049 2.23816
H 12.88633 2.99640 -0.11161
H 12.47238 1.89544 -1.38931
H 10.97457 2.18568 1.24355
H 11.87988 0.79759 0.64936
H 10.35451 1.26730 -0.12594

## Properties
energy above the lowest of the compared OMol25 structures with the same formula, charge and spin: 0.000 eV
total energy: -107572.58069 eV
net charge: -1
largest force on an atom: 6.84 eV Å⁻¹